Entry 1:
Here is 4 unconnected molecules or ions with the total composition C4H11NOS in a non-equilibrium geometry from OMol25. Energies are from ωB97M-V/def2-TZVPD.

```
18
Properties=species:S:1:pos:R:3:forces:R:3
C 4.6415 -1.0468 0.0224 1.376 3.189 0.487
C 3.2459 -1.4995 -0.1137 2.389 -3.009 -0.866
C -5.3825 1.3233 -0.2665 -1.233 2.643 -0.358
C -5.4216 -0.9593 0.2754 0.977 0.218 -2.278
N -4.8500 0.3357 0.2793 0.427 1.541 1.407
O 4.1172 1.5151 0.1247 -0.068 0.131 0.241
S 5.2069 0.5290 0.1566 -1.798 -2.363 -0.414
H 5.5438 -1.5833 -0.0989 0.580 -1.377 0.016
H 3.0211 -2.5015 0.2811 0.808 -0.103 -0.196
H 3.0621 -1.5597 -1.1640 -0.881 0.374 -0.704
H 2.6529 -0.9508 0.4709 -2.661 2.932 1.434
H 6.3578 3.0380 0.1308 -2.929 1.780 0.628
H -6.3861 1.4733 -0.8502 1.369 -1.234 0.818
H -4.9476 2.3642 -0.1055 0.005 -1.450 -0.313
H -5.9274 -1.0099 -0.6578 -1.727 -0.675 -0.536
H -4.6000 -1.5956 0.0863 1.014 -1.170 0.239
H -5.9064 -1.3048 1.1437 -0.832 0.126 1.020
H 5.5721 3.4327 0.2854 3.184 -1.553 -0.624
```
Forces are in eV/Å.

Calculated values
- maximum force (Eh/bohr) = 0.082
- frontier orbital gap (eV) = 9.3
- energy relative to the best compared isomer or geometry (same formula, charge and spin) (kJ/mol) = 517.0
- calculated total energy (eV) = -18694.560
- E_LUMO (eV) = 0.06



Entry 2:
Here is C5H8O2 in the gas phase from OMol25. Energies are from ωB97M-V/def2-TZVPD.

```
15
Properties=species:S:1:pos:R:3:forces:R:3
O 1.0183 1.6152 -0.3970 0.267 -0.056 -0.154
C 0.1985 0.5804 0.0799 -0.185 -0.171 0.116
C -0.7351 -0.0079 -0.9711 0.010 -0.012 0.036
C -0.5109 -1.4536 -1.3552 0.037 0.041 -0.006
O 0.5357 -2.0415 -1.2628 -0.200 0.121 -0.018
C -0.2892 0.7881 1.4793 -0.242 0.130 0.080
C 0.7637 -0.2484 1.1940 0.118 -0.244 0.034
H 1.7837 1.1984 -0.8151 -0.081 0.141 0.031
H -1.7954 0.1287 -0.7185 0.204 -0.043 0.021
H -0.5784 0.5649 -1.8963 -0.089 -0.060 0.089
H -1.4100 -1.9563 -1.7744 0.136 -0.024 -0.008
H -1.2925 0.4429 1.7252 0.218 0.097 -0.063
H 0.0205 1.7086 1.9631 -0.044 -0.135 -0.057
H 1.7814 -0.0165 1.4926 -0.139 -0.010 -0.057
H 0.5097 -1.3030 1.2563 -0.010 0.226 -0.044
```
Forces are in eV/Å.

Calculated values
- maximum force (Eh/bohr) = 0.006
- frontier orbital gap (eV) = 10.7
- energy relative to the best compared isomer or geometry (same formula, charge and spin) (kJ/mol) = 157.0
- structure (SMILES) = O=CCC1(O)CC1
- calculated total energy (eV) = -9408.205
- E_LUMO (eV) = 0.87



Entry 3:
Here is a gas-phase ion, C6H11N2 (charge +1) in a non-equilibrium geometry from OMol25. Energies are from ωB97M-V/def2-TZVPD.

```
19
Properties=species:S:1:pos:R:3:forces:R:3
C -1.8959 -0.8340 -0.1385 -0.370 -0.549 0.236
C -0.3341 0.6647 -1.2864 -0.079 0.341 0.834
C 0.2894 0.2932 -0.0132 1.803 -1.554 -1.050
C 2.4260 -0.8671 0.1965 0.311 -0.451 0.897
C -1.8481 1.4199 0.6778 0.586 0.605 -0.420
C 0.9182 -1.0801 0.2072 0.502 1.333 -0.752
N -2.5356 -1.7879 -0.0446 0.539 0.638 -0.197
N -1.2128 0.3727 -0.1362 -0.296 -1.858 1.083
H -0.4976 1.6297 -1.6254 0.319 2.227 -0.034
H -0.4852 0.0642 -2.1094 0.070 -2.081 -1.336
H 0.9183 1.0163 0.5251 -1.437 0.418 0.209
H 2.9138 -1.7794 0.3737 0.331 -1.712 0.514
H 2.7357 -0.2953 1.0219 0.347 1.099 1.205
H 3.0435 -0.5513 -0.6242 -0.897 0.757 -1.173
H -1.9505 2.1965 -0.0372 -1.041 1.112 -0.158
H -2.7365 1.0871 1.1983 -0.042 -0.014 -0.184
H -1.0402 1.7009 1.3081 -0.029 0.542 1.194
H 0.5157 -1.5235 1.1212 0.423 0.015 0.016
H 0.7759 -1.7265 -0.6146 -1.041 -0.869 -0.886
```
Forces are in eV/Å.

Calculated values
- maximum force (Eh/bohr) = 0.051
- total charge = +1
- frontier orbital gap (eV) = 13.2
- energy relative to the best compared isomer or geometry (same formula, charge and spin) (kJ/mol) = 437.0
- structure (SMILES) = CC[C@H]1C[N@@+]1(C)C#N
- calculated total energy (eV) = -9370.205
- E_LUMO (eV) = -2.99